1.
Density functional theory data (ωB97M-V/def2-TZVPD) for a cluster of 2 separate species, C11H15OP in total.

Values from the calculation:
- Spin multiplicity: 1
- LUMO level: -0.64 eV
- ΔE to the lowest compared entry with this formula, charge and spin: 0.641 eV

Each line ends with the Mulliken charge.
Element x y z (Å)
O 0.749 2.891 -0.548  -0.46
P 0.532 2.132 -1.757  0.19
C 1.699 0.734 -1.683  0.38
C 1.812 -0.233 -2.643  -0.22
C 2.802 -1.259 -2.559  -0.66
C 3.642 -1.287 -1.435  -0.24
C 3.561 -0.314 -0.475  -0.44
C 2.529 0.622 -0.491  -0.40
H 1.199 -0.160 -3.517  0.37
H 2.758 -2.069 -3.203  0.42
H 4.469 -1.998 -1.380  0.33
H 4.378 -0.217 0.260  0.32
H 2.562 1.556 0.095  0.38
C -1.948 -0.306 -1.962  -1.16
C -1.846 0.503 -0.749  -0.65
C -1.459 0.260 0.498  0.14
C -1.613 1.273 1.730  -0.39
C -1.664 0.534 3.090  -0.98
H -1.341 -1.228 -1.876  0.30
H -2.952 -0.608 -2.210  0.38
H -1.623 0.270 -2.775  0.30
H -2.386 1.449 -0.830  0.32
H -0.904 -0.574 0.792  0.28
H -0.985 2.069 1.616  0.46
H -2.725 1.664 1.604  0.21
H -1.137 1.064 3.900  0.29
H -2.782 0.413 3.326  0.25
H -1.130 -0.451 3.008  0.28


2.
Density functional theory data (ωB97M-V/def2-TZVPD) for a structure of composition C11H16Cl2INO2PRu.

Values from the calculation:
- ⟨S²⟩: 6.06
- Spin multiplicity: 5
- LUMO level (spin up / spin down): -11.04 / -14.66 eV
- Total charge: +3

Each line ends with the Mulliken charge.
Element x y z (Å)
C -3.986 2.300 -4.270  -0.90
C -3.895 1.095 -3.379  0.57
H -4.838 2.088 -4.956  0.34
H -3.070 2.485 -4.858  0.35
H -4.189 3.215 -3.683  0.36
O -4.584 0.118 -3.379  -0.20
I -2.297 1.074 -1.626  0.62
Ru -0.605 0.307 0.284  -0.05
P 0.819 -1.039 -0.693  1.21
C 0.997 -2.849 -0.549  -1.27
C 0.224 -0.855 -2.419  -1.23
H 2.456 0.711 -0.574  0.36
H 3.113 -0.720 -1.457  0.46
H 2.985 -0.722 0.334  0.33
C 2.517 -0.383 -0.598  -1.25
H -0.020 0.219 -2.544  0.33
H 0.982 -1.164 -3.133  0.46
H 1.709 -3.226 -1.292  0.45
H 0.024 -3.325 -0.717  0.44
H -0.700 -1.435 -2.499  0.31
H 1.340 -3.125 0.453  0.34
C -1.277 -1.208 1.073  0.48
O -1.914 -2.095 1.552  -0.30
Cl -0.309 2.631 -0.116  -0.33
Cl 0.819 3.091 4.854  0.11
C 1.101 1.624 4.041  0.04
C 2.082 0.729 4.453  -0.16
C 2.172 -0.471 3.749  -0.82
C 1.272 -0.730 2.709  0.02
N 0.492 0.249 2.235  0.15
C 0.296 1.355 2.940  -0.19
H 2.698 0.987 5.309  0.51
H 2.908 -1.228 3.969  0.47
H 1.162 -1.718 2.226  0.40
H -0.483 2.012 2.559  0.60


3.
Density functional theory data (ωB97M-V/def2-TZVPD) for a structure of composition C11H16FN4O8PdS2.

Values from the calculation:
- ⟨S²⟩: 2.01
- Spin multiplicity: 3
- LUMO level (spin up / spin down): 2.49 / 1.81 eV
- Total charge: -1
- ΔE to the lowest compared entry with this formula, charge and spin: 0.143 eV

Each line ends with the Mulliken charge.
Element x y z (Å)
Pd -0.217 -0.135 0.170  0.53
O -2.046 1.193 -2.495  -0.77
S -0.676 1.467 -2.032  1.47
O 0.007 2.428 -2.852  -0.63
O 0.078 0.133 -1.952  -0.76
O -0.698 1.849 -0.562  -0.70
C -0.859 -5.214 -2.586  -1.20
C -0.481 -3.869 -1.987  -0.11
N -1.531 -3.309 -1.136  -0.22
C -2.059 -2.060 -1.232  0.62
S -2.404 -1.239 0.254  -0.46
N -2.314 -1.460 -2.368  0.04
C -2.269 -1.974 -3.726  -0.45
C -1.147 -1.348 -4.543  -1.00
H -0.034 -5.608 -3.182  0.35
H -1.739 -5.132 -3.226  0.28
H -1.085 -5.937 -1.801  0.32
H -0.222 -3.148 -2.755  -0.07
H 0.415 -3.978 -1.371  0.40
H -1.459 -3.572 -0.164  0.28
H -2.432 -0.426 -2.297  0.26
H -3.228 -1.725 -4.187  0.38
H -2.213 -3.060 -3.703  0.16
H -1.258 -0.263 -4.551  0.29
H -1.186 -1.716 -5.570  0.38
H -0.165 -1.559 -4.122  0.24
F -1.863 -3.842 4.871  -0.32
C -0.552 -3.557 4.866  0.30
C -0.100 -2.384 4.410  -0.09
N 1.239 -2.065 4.407  0.08
C 1.675 -0.779 3.865  -0.95
C 1.296 -0.553 2.399  1.13
O 1.746 0.458 1.856  -0.72
O 0.476 -1.376 1.876  -0.85
C 2.191 -2.963 4.835  0.56
O 3.386 -2.749 4.834  -0.65
N 1.677 -4.167 5.288  -0.08
C 0.352 -4.583 5.350  0.30
O 0.047 -5.683 5.761  -0.64
H -0.768 -1.639 4.006  0.42
H 2.752 -0.723 3.979  0.36
H 1.233 0.033 4.445  0.29
H 2.371 -4.830 5.602  0.22


4.
Density functional theory data (ωB97M-V/def2-TZVPD) for the molecule C11H16N2.

Values from the calculation:
- Spin multiplicity: 1
- LUMO level: 0.84 eV
- ΔE to the lowest compared entry with this formula, charge and spin: 4.833 eV

Each line ends with the Mulliken charge.
Element x y z (Å)
C 4.441 -0.003 -0.452  -1.02
C 2.992 -0.286 -0.060  0.67
C 2.034 -0.403 -1.022  -0.57
C 0.717 -0.376 -0.867  -0.39
C 0.209 0.087 0.319  0.00
C -1.226 0.044 0.521  0.29
C -1.730 -1.449 0.533  -0.81
C -2.983 -1.460 -0.196  -0.46
C -3.223 0.056 -0.265  -0.75
N -2.000 0.610 -0.507  -0.29
C -1.931 2.205 -0.252  -1.01
C 1.191 0.313 1.272  -0.28
N 2.561 0.172 1.191  -0.58
H 5.016 -0.027 0.574  0.32
H 5.152 -0.732 -1.117  0.29
H 4.401 1.072 -1.008  0.22
H 2.365 -0.276 -2.153  0.12
H -0.047 -0.437 -1.697  0.31
H -1.637 0.610 1.466  0.66
H -1.900 -1.460 1.752  0.18
H -1.041 -2.192 0.228  0.41
H -2.892 -1.828 -1.236  0.31
H -3.985 -1.767 0.307  0.30
H -3.960 0.179 -1.054  0.37
H -3.515 0.348 0.754  0.46
H -2.439 2.755 -1.054  0.35
H -0.827 2.546 -0.611  0.24
H -2.467 2.441 0.611  0.47
H 0.904 0.934 2.269  0.20


5.
Density functional theory data (ωB97M-V/def2-TZVPD) for a structure of composition C11H16N2O.

Values from the calculation:
- Spin multiplicity: 1
- LUMO level: 0.23 eV
- ΔE to the lowest compared entry with this formula, charge and spin: 10.060 eV

Each line ends with the Mulliken charge.
Element x y z (Å)
C 0.818 -0.425 4.190  -0.68
C 0.522 -1.733 3.680  -0.74
C 1.203 -1.205 1.547  0.56
C 2.052 -1.590 0.638  -0.50
C 0.873 -0.226 -0.858  -0.52
C 0.038 0.317 0.239  0.47
C -0.988 1.330 -0.186  -0.87
C -1.832 1.409 -1.322  -0.09
C -1.650 0.453 -2.492  -0.49
C -1.115 1.212 -3.728  -0.70
C 0.109 -0.167 1.532  -0.01
H 0.458 -0.396 5.322  0.29
H 0.062 0.354 3.332  0.31
H 2.165 0.155 4.154  0.23
H -0.435 -1.787 3.366  0.54
H 0.866 -2.635 4.290  0.32
H 2.647 -2.395 0.891  0.52
H 0.609 0.265 -1.765  0.25
H -1.077 1.780 0.796  0.36
H -2.985 2.077 -1.479  0.15
H -2.676 0.224 -3.113  0.25
H -1.152 -0.589 -2.145  0.41
H -1.145 0.533 -4.694  0.30
H -1.762 1.984 -3.914  0.42
H 0.992 0.670 -3.641  0.27
H 0.601 1.945 -4.946  0.29
H -0.613 0.068 2.389  0.40
N 1.895 -1.100 -0.706  -0.64
N 0.342 1.554 -3.853  -0.67
O 1.177 -2.081 2.477  -0.42


6.
Density functional theory data (ωB97M-V/def2-TZVPD) for the molecule C11H16N2O2.

Values from the calculation:
- Spin multiplicity: 1
- LUMO level: 0.36 eV
- ΔE to the lowest compared entry with this formula, charge and spin: 2.256 eV

Each line ends with the Mulliken charge.
Element x y z (Å)
C 3.116 -1.764 -2.698  -1.45
C 2.397 -2.053 -1.385  0.05
C 1.266 -3.061 -1.574  -0.66
C 0.620 -3.503 -0.262  -0.78
C -0.046 -2.349 0.490  -0.15
C 0.943 -1.585 1.335  0.05
O 1.868 -2.075 1.942  -0.64
N 0.719 -0.233 1.427  -0.01
N -0.268 0.402 0.786  -0.20
C -0.403 1.662 0.936  -0.35
C -1.445 2.378 0.266  0.26
C -2.438 1.964 -0.593  -0.25
C -3.171 3.119 -0.930  -0.53
C -2.579 4.149 -0.258  -0.38
O -1.540 3.714 0.464  -0.36
H 3.911 -1.038 -2.548  0.39
H 3.555 -2.674 -3.101  0.35
H 2.420 -1.365 -3.434  0.33
H 1.994 -1.120 -0.987  0.12
H 3.109 -2.444 -0.655  0.33
H 0.503 -2.627 -2.227  0.28
H 1.664 -3.946 -2.077  0.37
H 1.376 -3.946 0.388  0.32
H -0.129 -4.266 -0.482  0.35
H -0.792 -2.748 1.183  0.32
H -0.549 -1.664 -0.191  0.25
H 1.364 0.295 2.023  0.27
H 0.258 2.255 1.576  0.35
H -2.603 0.961 -0.925  0.49
H -4.019 3.180 -1.580  0.42
H -2.801 5.197 -0.217  0.45


7.
Density functional theory data (ωB97M-V/def2-TZVPD) for a structure of composition C11H16N3O2ReSSi.

Values from the calculation:
- ⟨S²⟩: 0.76
- Spin multiplicity: 2
- LUMO level (spin up / spin down): -4.67 / -4.59 eV
- Total charge: +1

Each line ends with the Mulliken charge.
Element x y z (Å)
Re 0.562 0.238 0.630  1.10
N -2.195 -1.766 3.330  -0.38
C -1.245 -1.464 2.433  0.75
S -0.268 -0.025 2.747  -0.36
N -1.021 -2.244 1.428  -1.11
N -0.010 -1.768 0.590  0.39
C 0.430 -2.689 -0.223  0.11
C 1.462 -2.544 -1.191  0.23
C 1.775 -3.628 -2.035  -0.75
C 2.777 -3.514 -2.965  -0.73
C 3.496 -2.318 -3.069  -0.36
C 3.222 -1.242 -2.249  -0.60
C 2.202 -1.362 -1.313  0.97
O 1.942 -0.324 -0.497  -0.64
H -2.358 -1.190 4.135  0.19
H -2.736 -2.606 3.208  0.24
H -0.047 -3.659 -0.118  0.47
H 1.212 -4.547 -1.938  0.39
H 3.015 -4.344 -3.614  0.42
H 4.288 -2.236 -3.801  0.39
H 3.779 -0.319 -2.314  0.45
C 0.597 4.217 1.959  -0.94
Si -0.386 3.595 0.522  0.20
C -2.202 3.493 0.846  -0.94
C 0.045 4.383 -1.092  -0.97
O 0.149 1.924 0.361  -0.50
H 0.290 5.240 2.190  0.37
H 1.666 4.232 1.745  0.31
H 0.432 3.615 2.854  0.31
H -2.620 4.502 0.876  0.36
H -2.425 3.013 1.800  0.32
H -2.722 2.946 0.057  0.32
H -0.279 5.426 -1.081  0.35
H -0.457 3.892 -1.927  0.31
H 1.120 4.372 -1.279  0.31


8.
Density functional theory data (ωB97M-V/def2-TZVPD) for the molecule C11H16N4O5.

Values from the calculation:
- Spin multiplicity: 1
- LUMO level: 0.44 eV
- ΔE to the lowest compared entry with this formula, charge and spin: 3.485 eV

Each line ends with the Mulliken charge.
Element x y z (Å)
N -0.973 -3.436 0.826  -0.80
C -0.913 -2.039 0.421  0.71
C -2.354 -1.488 0.578  -1.16
C -2.641 -0.140 -0.178  0.18
C -3.857 0.265 -0.665  -0.66
N -3.867 1.624 -0.861  -0.10
C -2.568 1.962 -0.511  -0.50
N -1.806 0.938 -0.192  -0.11
C 0.149 -1.208 1.329  -0.01
O 0.339 -1.416 2.552  -0.68
N 0.822 -0.278 0.571  0.65
C 1.479 -0.307 -0.697  0.34
C 1.917 1.108 -1.008  -1.17
C 2.734 1.747 0.099  -0.87
C 1.849 2.447 1.116  0.54
O 1.353 1.996 2.183  -0.60
O 1.440 3.722 0.741  -0.49
C 2.565 -1.406 -0.856  0.36
O 2.505 -2.484 -0.246  -0.58
O 3.469 -1.138 -1.792  -0.43
H -0.058 -3.856 0.753  0.32
H -1.182 -3.550 1.869  0.29
H -0.614 -1.964 -0.637  0.23
H -3.078 -2.081 0.078  0.42
H -2.752 -1.545 1.606  0.36
H -4.594 -0.325 -1.187  0.34
H -4.527 1.981 -1.467  0.25
H -2.145 2.877 -0.690  0.53
H 1.246 0.583 0.930  -0.12
H 0.828 -0.811 -1.510  0.15
H 2.470 1.138 -1.943  0.49
H 1.090 1.728 -1.295  0.51
H 3.648 2.224 -0.251  0.41
H 3.013 0.850 0.678  0.46
H 0.834 4.086 1.423  0.36
H 4.178 -1.803 -1.767  0.37